1.
DFT (ωB97M-V/def2-TZVPD) results for a cluster of 3 separate species, C3H12O3 in total.

Calculated values
E_tot ... -9446.729 eV
SMILES string ... CO.CO.CO
Total charge ... 0
Energy relative to the best compared isomer or geometry (same formula, charge and spin) ... 29.9 kcal per mole
E_LUMO ... 0.02557 Eh

```
18
Properties=species:S:1:pos:R:3:mulliken_charge:R:1
C 1.38941 0.11777 0.38924 -0.670
O 0.60570 0.79327 1.33231 -0.503
H 1.94748 -0.66857 0.89597 0.299
H 0.79880 -0.35742 -0.40857 0.270
H 2.12578 0.76283 -0.11974 0.266
H 0.08830 1.46562 0.86498 0.380
C -0.63744 -4.01581 0.25470 -0.530
O -0.17080 -2.75692 -0.19514 -0.477
H 0.14701 -4.57434 0.77340 0.240
H -1.49961 -3.92359 0.92367 0.253
H -0.95412 -4.56976 -0.62588 0.200
H -0.13920 -2.14402 0.54470 0.307
C -0.37431 3.50012 -0.97731 -0.559
O -0.95113 2.90584 0.18874 -0.564
H -1.06363 4.20629 -1.44194 0.297
H 0.49176 4.06394 -0.63662 0.228
H -0.04610 2.74084 -1.68646 0.260
H -1.75792 2.45391 -0.07604 0.303
```

2.
DFT (ωB97M-V/def2-TZVPD) results for a cluster of 3 separate species, C3H12O3S in total.

Calculated values
E_tot ... -20281.913 eV
Total charge ... -1
Spin multiplicity ... 2
Energy relative to the best compared isomer or geometry (same formula, charge and spin) ... 11.6 kcal per mole
E_LUMO (alpha / beta) ... 0.11809 / 0.11798 Eh

```
19
Properties=species:S:1:pos:R:3:mulliken_spin:R:1
C 0.76655 -0.82822 1.05916 0.006
O 0.65081 -1.54370 -0.14606 0.005
C -0.52707 -0.67744 1.85206 -0.056
C -1.31769 0.58666 1.56574 0.570
S -2.42161 0.39686 -0.22770 0.159
H 1.49998 -1.37493 1.65169 0.002
H 1.14560 0.17525 0.86991 0.000
H -0.00722 -1.15011 -0.73797 0.000
H -1.11397 -1.60893 1.77398 0.013
H -0.22330 -0.58283 2.91682 0.041
H -0.70806 1.48697 1.47887 -0.030
H -2.13935 0.66392 2.24819 -0.011
H -2.73944 0.42127 -1.64560 0.296
H -0.74570 0.63472 -2.06797 0.001
H 0.45383 1.36695 -2.58687 -0.003
O -0.45779 1.17418 -2.83374 0.008
H 2.94973 0.48123 -2.40240 0.000
H 2.42224 -0.26228 -1.21162 0.000
O 2.51247 0.64043 -1.55648 0.001
```

3.
DFT (ωB97M-V/def2-TZVPD) results for a cluster of 4 separate species, C3H12O4 in total.

Calculated values
E_tot ... -11494.502 eV
SMILES string ... C=C(C)O.O.O.O
Total charge ... 0
Energy relative to the best compared isomer or geometry (same formula, charge and spin) ... 29.1 kcal per mole
E_LUMO ... 0.01384 Eh

```
19
Properties=species:S:1:pos:R:3:mulliken_charge:R:1
C 0.74191 -0.03754 0.63853 -1.321
C -0.42375 0.53175 0.34681 0.945
C -0.64936 1.63327 -0.65468 -1.137
O -1.53684 0.17466 1.03487 -0.498
H 1.71228 0.05507 0.19275 0.449
H 0.59555 -0.71659 1.47953 0.351
H 0.19614 2.30991 -0.64975 0.265
H -0.67084 1.16367 -1.64539 0.234
H -1.58085 2.17912 -0.53661 0.410
H -2.36012 0.56043 0.70707 0.320
O -1.21970 -3.48444 2.09172 -0.630
H -0.43049 -3.97984 1.84693 0.313
H -1.48874 -3.10534 1.24137 0.309
O 1.80478 2.79435 1.13116 -0.657
H 1.67761 1.93297 1.56569 0.330
H 2.73821 2.71158 0.89695 0.317
O 0.35361 -1.57355 -3.57057 -0.647
H 0.56105 -0.82658 -3.00715 0.332
H -0.02046 -2.32290 -3.10923 0.315
```

4.
DFT (ωB97M-V/def2-TZVPD) results for a cluster of 4 separate species, C3H12O4 in total.

Calculated values
E_tot ... -11495.253 eV
SMILES string ... C/C=C/O.O.O.O
Total charge ... 0
Energy relative to the best compared isomer or geometry (same formula, charge and spin) ... 11.7 kcal per mole
E_LUMO ... 0.02597 Eh

```
19
Properties=species:S:1:pos:R:3:mulliken_charge:R:1
C -3.73621 -0.29489 1.39587 -1.018
C -2.65722 -0.55347 0.39447 -0.076
C -1.39340 -0.29193 0.72762 -0.225
O -0.38257 -0.21412 -0.18855 -0.612
H -4.39709 -1.16804 1.47100 0.285
H -4.41135 0.51708 1.10874 0.263
H -3.36727 -0.12295 2.40469 0.302
H -2.87947 -1.06929 -0.52638 0.351
H -1.09376 -0.15500 1.76496 0.280
H 0.40257 -0.67938 0.12312 0.420
O 2.02028 -1.20508 0.67490 -0.685
H 2.71275 -0.70999 0.15943 0.366
H 2.44471 -1.97678 1.05423 0.294
O 1.13803 1.99477 -1.42638 -0.712
H 0.48913 2.38755 -2.00879 0.315
H 0.77360 1.23484 -0.97990 0.465
O 3.43247 0.35143 -1.08218 -0.692
H 2.75696 0.98103 -1.36931 0.357
H 3.73035 0.05210 -1.94065 0.322
```

5.
DFT (ωB97M-V/def2-TZVPD) results for a cluster of 4 separate species, C3H12O4 in total.

Calculated values
E_tot ... -11493.986 eV
SMILES string ... C=CCO.O.O.O
Total charge ... 0
Energy relative to the best compared isomer or geometry (same formula, charge and spin) ... 41.0 kcal per mole
E_LUMO ... 0.01806 Eh

```
19
Properties=species:S:1:pos:R:3:mulliken_charge:R:1
C -0.32547 1.65239 1.64359 -0.891
C -0.92622 0.54439 1.21836 -0.163
C -0.59771 -0.86332 1.59618 -0.310
O -0.91904 -1.65428 0.48066 -0.500
H -0.29494 2.50355 0.97507 0.283
H 0.22034 1.82810 2.56615 0.319
H -1.77730 0.65488 0.55138 0.357
H 0.43668 -0.99330 1.92018 0.377
H -1.16784 -1.14194 2.49739 0.275
H -0.57518 -2.55485 0.50151 0.270
O -1.42307 -0.88180 -2.27826 -0.628
H -0.66406 -0.81311 -2.87586 0.363
H -0.95824 -1.19861 -1.48723 0.291
O 0.93033 0.66497 -2.92829 -0.629
H 0.75895 0.65877 -1.98037 0.307
H 0.96409 1.59733 -3.17385 0.306
O 2.38213 -0.20034 0.42952 -0.631
H 1.71128 0.34012 0.86121 0.303
H 2.22528 -0.14294 -0.51734 0.302
```

6.
DFT (ωB97M-V/def2-TZVPD) results for a cluster of 4 separate species, C3H12O4S in total.

Calculated values
E_tot ... -22328.545 eV
Total charge ... -2
Energy relative to the best compared isomer or geometry (same formula, charge and spin) ... 48.3 kcal per mole
E_LUMO ... 0.21819 Eh

```
20
Properties=species:S:1:pos:R:3:mulliken_charge:R:1
C -0.11551 0.38388 1.34639 -0.528
O 0.15549 -1.00260 1.61681 -0.875
C -0.32240 0.29017 -0.25512 -0.114
C -0.79196 1.63475 -0.75451 -0.677
S -0.90811 1.68888 -2.52908 -0.750
H -1.06862 0.60873 2.06486 0.155
H 0.68019 0.98256 1.80695 0.246
H -0.98632 -0.48868 -0.48184 0.141
H 0.62039 -0.01877 -0.78039 0.058
H -0.17349 2.34788 -0.44590 0.308
H -1.74726 1.92778 -0.20386 0.271
H -0.71924 -2.28697 1.96474 0.496
H -1.95948 -2.33305 1.57812 0.315
O -1.40067 -3.06308 1.96326 -0.759
H 2.48246 -1.07010 2.43693 0.241
H 0.96321 -1.51689 2.52484 0.405
O 1.94626 -1.36999 3.18310 -0.871
H 2.03717 0.80337 -1.85795 0.336
H 0.98629 0.51656 -2.84273 0.213
O 1.89813 0.39225 -2.67805 -0.610
```

7.
DFT (ωB97M-V/def2-TZVPD) results for a structure of composition C3H12O5SSn.

Calculated values
E_tot ... -30191.193 eV
Total charge ... +2
Energy relative to the best compared isomer or geometry (same formula, charge and spin) ... 0.0 kcal per mole
E_LUMO ... -0.40396 Eh

```
22
Properties=species:S:1:pos:R:3:mulliken_charge:R:1
Sn -0.36128 -1.81379 -3.02519 1.627
O -1.92309 0.14278 1.26308 -0.565
S -0.69073 -0.37396 0.79207 1.084
O -0.63465 -1.23730 -0.37775 -0.568
O 0.26701 0.84779 0.49022 -0.223
C 0.10592 2.03493 1.29734 -0.184
C 1.17460 3.05208 0.94714 -1.281
C 0.14856 -1.15638 2.17383 -0.868
H 0.21748 1.77724 2.35167 0.343
H -0.87166 2.47985 1.12339 0.327
H 1.16444 3.93745 1.57891 0.390
H 1.11740 3.34998 -0.09744 0.315
H 2.13657 2.58542 1.17625 0.328
H 1.10536 -1.51197 1.79482 0.304
H -0.51920 -1.91915 2.55995 0.380
H 0.40330 -0.36707 2.87657 0.339
O 1.95988 -2.24394 -1.41828 -0.498
H 2.78419 -1.77424 -1.60042 0.320
H 2.17861 -2.87317 -0.71965 0.302
O -2.89109 -1.59047 -4.25762 -0.541
H -3.72081 -1.27610 -3.87267 0.335
H -3.15080 -2.06999 -5.05624 0.334
```

8.
DFT (ωB97M-V/def2-TZVPD) results for a structure of composition C3H13BCl5CoCrN3O26.

Calculated values
E_tot ... -190312.528 eV
Total charge ... -1
Spin multiplicity ... 9
E_LUMO (alpha / beta) ... 0.03111 / -0.15782 Eh

```
53
Properties=species:S:1:pos:R:3:mulliken_spin:R:1
Cr 0.81025 1.81032 0.62122 3.928
Co -1.74006 -1.74733 0.55899 2.844
Cl -2.43245 -0.79309 -2.77125 0.003
O -1.13615 -0.28548 -3.16267 0.001
O -2.45261 -0.84276 -1.33338 0.017
O -3.54009 -0.04252 -3.22969 0.005
O -2.47776 -2.10850 -3.16574 0.001
Cl -0.35610 -3.86432 2.97174 0.002
O 0.94642 -3.76233 2.32798 0.001
O -1.03907 -5.10687 2.57230 0.000
O -0.09798 -3.99536 4.38943 0.005
O -1.17239 -2.69119 2.72357 0.014
Cl -4.49427 -1.02603 2.77142 -0.092
O -5.79326 -0.38007 2.59390 0.491
O -4.63264 -2.47729 2.82925 0.191
O -3.59383 -0.76303 1.67590 0.011
O -3.91019 -0.43585 3.92255 0.408
Cl -2.02148 3.71810 -1.08944 0.001
O -2.63231 2.88959 -2.10299 0.001
O -2.90706 4.30984 -0.11608 0.001
O -1.23345 2.71537 -0.41608 0.012
O -1.10104 4.66571 -1.67595 0.001
Cl 0.43951 2.16840 3.77287 -0.002
O 1.71999 2.04775 3.15052 0.012
O -0.28017 2.75622 2.66982 0.020
O -0.25140 0.92376 3.97339 -0.001
O 0.38861 3.05558 4.91208 0.003
B -0.01165 -0.23590 0.68995 -0.012
H -0.04056 -1.28262 0.95029 0.019
H -1.04078 0.07703 0.77481 0.009
H 0.54727 0.23145 1.48585 0.020
H 0.41903 0.04104 -0.25982 0.025
C 5.10386 0.29096 0.56927 0.000
N 3.96821 1.24859 0.33753 -0.007
O 4.12461 2.42841 0.24267 0.018
O 2.87209 0.83376 0.49768 -0.006
H 4.84573 -0.74936 0.76727 0.000
H 5.63413 0.91501 1.28863 0.000
H 5.79678 0.26451 -0.27170 0.000
C 1.04028 -3.12785 -2.48194 -0.001
N 0.02019 -3.66861 -1.60170 0.000
O -0.38919 -2.97517 -0.67751 0.015
O -0.21353 -4.85511 -1.71680 0.003
H 0.48735 -2.93869 -3.40205 0.000
H 1.83897 -3.86176 -2.58946 0.000
H 1.36012 -2.20105 -2.00567 0.002
C 0.93399 2.57832 -3.74739 0.001
N 1.58124 2.82732 -2.44765 -0.001
O 1.29001 2.01947 -1.50059 0.027
O 2.30122 3.76001 -2.38336 0.009
H 0.96004 3.52305 -4.29041 0.000
H -0.09589 2.29075 -3.53577 0.001
H 1.65747 1.82781 -4.06581 -0.001
```

9.
DFT (ωB97M-V/def2-TZVPD) results for a cluster of 2 separate species, C3H13N2 in total.

Calculated values
E_tot ... -6296.242 eV
Total charge ... +1
Energy relative to the best compared isomer or geometry (same formula, charge and spin) ... 8.7 kcal per mole
E_LUMO ... -0.10632 Eh

```
18
Properties=species:S:1:pos:R:3:mulliken_charge:R:1
N -0.84427 0.55073 2.22779 -0.939
H -0.68682 -0.04751 3.03128 0.258
H -0.50640 1.47033 2.49466 0.265
H -0.15798 0.18696 0.59343 0.356
H -1.85230 0.63906 2.13529 0.270
C 1.50498 -0.71327 -0.21540 -0.887
N 0.16991 -0.07696 -0.37626 0.074
C 0.23083 1.14971 -1.21597 -0.857
C -0.83204 -1.05148 -0.89222 -0.885
H 2.19998 0.01679 0.18058 0.370
H 1.85316 -1.06849 -1.17806 0.390
H 1.41068 -1.55048 0.46641 0.363
H -0.71887 1.66691 -1.14387 0.369
H 1.00925 1.79977 -0.82706 0.357
H 0.42798 0.86804 -2.24728 0.382
H -1.74779 -0.51592 -1.14204 0.361
H -1.03093 -1.78508 -0.11474 0.371
H -0.42938 -1.53911 -1.77655 0.382
```

10.
DFT (ωB97M-V/def2-TZVPD) results for a cluster of 2 separate species, C3H13N2O in total.

Calculated values
E_tot ... -8343.557 eV
Total charge ... +1
Energy relative to the best compared isomer or geometry (same formula, charge and spin) ... 9.8 kcal per mole
E_LUMO ... -0.11318 Eh

```
19
Properties=species:S:1:pos:R:3:mulliken_charge:R:1
N -1.62620 -0.39550 0.31136 -0.293
C -0.49604 -0.77955 -0.63359 0.201
C 0.47389 -1.62917 0.19074 -1.408
C 0.09212 0.54724 -1.22929 -0.866
N 1.46913 0.75944 -0.88448 -0.575
H -2.34599 0.15772 -0.14419 0.365
H -1.21877 0.13866 1.10109 0.272
H -2.06490 -1.20676 0.71940 0.378
H -0.97438 -1.27867 -1.47273 0.448
H 0.93373 -0.95818 0.91132 0.393
H 1.23579 -2.00854 -0.46725 0.373
H -0.03509 -2.42361 0.72863 0.456
H -0.07118 0.43594 -2.29226 0.417
H -0.50194 1.40203 -0.90874 0.443
H 2.09029 0.09119 -1.32610 0.218
H 1.80050 1.65637 -1.22269 0.230
H 0.14098 1.37890 2.73070 0.285
H 0.82152 1.56980 1.31895 0.286
O 0.06206 1.21638 1.78601 -0.624
```